(1)
{"formula": "C28H40N4O2PRuS2", "method": "ωB97M-V with the def2-TZVPD basis set", "total_energy_ha": -2692.8981, "total_charge": 1, "homo_ha": -0.3730, "e_above_lowest_kj_mol": 26.1, "species": ["Ru", "C", "C", "C", "N", "C", "C", "C", "C", "C", "C", "C", "N", "C", "C", "C", "N", "C", "C", "C", "C", "C", "C", "C", "N", "C", "C", "H", "H", "H", "H", "H", "H", "H", "H", "H", "H", "H", "H", "H", "H", "H", "H", "H", "H", "H", "H", "H", "H", "H", "H", "H", "H", "C", "C", "C", "O", "P", "S", "S", "O", "C", "C", "C", "H", "H", "H", "H", "H", "H", "H", "H", "H", "H", "H", "H", "H", "H"], "xyz": [[0.07895, -0.45001, -1.02272], [1.51198, 2.30983, 0.06357], [1.58975, 2.86788, -1.34807], [1.12788, 1.89273, -2.44919], [-0.04830, 1.09508, -2.08543], [-1.31400, 1.55003, -2.47084], [-1.51512, 2.82284, -2.91361], [-2.67582, 3.44067, -3.45311], [-3.86931, 2.88909, -3.77400], [-4.26168, 1.53973, -3.56232], [-3.62850, 0.55179, -2.88805], [-2.35787, 0.56054, -2.20998], [-1.94585, -0.38681, -1.42428], [-2.70039, -1.59130, -1.16627], [-2.18866, -2.63887, -2.14416], [-0.83450, -3.20158, -1.74935], [0.26392, -2.23097, -1.65094], [1.55323, -2.68661, -1.85630], [1.82670, -4.02331, -2.04380], [2.99791, -4.68227, -2.47008], [4.20061, -4.16179, -2.83459], [4.59186, -2.81430, -2.70267], [3.91963, -1.77229, -2.14417], [2.57765, -1.66852, -1.65050], [2.14313, -0.60557, -1.02004], [3.12827, 0.37941, -0.58350], [2.63602, 1.35219, 0.46932], [0.53717, 1.82637, 0.19196], [1.50204, 3.14105, 0.77027], [2.61012, 3.18010, -1.58643], [0.97619, 3.77030, -1.39603], [1.91163, 1.18706, -2.70912], [0.91625, 2.45562, -3.36025], [-0.66191, 3.48179, -2.83535], [-2.56007, 4.49249, -3.68572], [-4.59118, 3.53108, -4.26011], [-5.22657, 1.26549, -3.97269], [-4.16289, -0.38555, -2.84686], [-3.77870, -1.45008, -1.23488], [-2.49033, -1.89780, -0.13853], [-2.12376, -2.20181, -3.14549], [-2.88951, -3.47387, -2.19892], [-0.57045, -3.95906, -2.48788], [-0.92950, -3.69612, -0.77388], [1.00530, -4.69273, -1.83739], [2.90405, -5.75861, -2.55001], [4.93341, -4.84957, -3.23432], [5.59249, -2.57691, -3.04505], [4.49186, -0.85820, -2.08706], [3.50526, 0.94408, -1.44541], [3.99234, -0.14482, -0.16401], [3.51710, 1.93760, 0.74913], [2.33493, 0.79409, 1.35934], [-2.95156, 1.36446, 4.44130], [-2.46624, 0.20161, 3.60418], [-3.21304, -1.08276, 3.88572], [-1.04400, 0.06878, 3.91888], [0.00985, -0.87353, 3.21562], [-0.06535, -2.75714, 3.55296], [-0.45468, -0.82851, 1.15159], [1.38048, -0.21764, 3.62704], [1.68161, 1.09754, 4.20736], [1.06942, 2.23588, 3.42189], [1.30402, 1.10607, 5.67350], [-3.99242, 1.57931, 4.20177], [-2.36110, 2.25920, 4.24770], [-2.88511, 1.12292, 5.50210], [-2.52431, 0.44863, 2.54040], [-3.10111, -1.36913, 4.93124], [-2.85515, -1.90131, 3.26473], [-4.27265, -0.92454, 3.67977], [2.76845, 1.12716, 4.11105], [-0.01409, 2.15014, 3.38254], [1.45852, 2.26518, 2.41214], [1.31563, 3.17844, 3.91166], [0.22366, 1.12429, 5.80551], [1.72694, 1.99533, 6.14236], [1.70946, 0.23000, 6.17673]], "forces_ev_per_angstrom": [[0.01, -0.55, 1.05], [-0.03, 0.02, -0.04], [-0.08, -0.04, -0.14], [0.00, -0.01, 0.00], [-0.20, 0.37, -0.42], [0.18, -0.04, 0.21], [-0.10, 0.22, -0.05], [0.21, 0.05, 0.09], [-0.11, -0.20, 0.00], [-0.03, 0.22, -0.06], [0.11, -0.07, 0.18], [0.15, 0.01, -0.20], [0.04, -0.11, 0.28], [-0.11, -0.03, 0.07], [-0.02, -0.02, -0.03], [0.06, -0.01, 0.04], [0.17, 0.09, -0.42], [-0.06, -0.18, 0.03], [-0.01, -0.03, 0.05], [-0.03, -0.05, 0.09], [0.04, 0.07, 0.00], [0.01, -0.12, -0.01], [-0.05, 0.04, 0.11], [-0.05, -0.08, -0.08], [0.10, 0.29, 0.10], [0.13, 0.04, -0.02], [-0.05, 0.00, 0.01], [0.06, 0.07, 0.08], [0.04, 0.06, -0.18], [0.00, 0.03, -0.02], [-0.01, 0.00, 0.01], [0.02, 0.02, 0.04], [0.03, -0.10, -0.04], [-0.02, 0.03, -0.12], [0.04, 0.00, 0.01], [-0.06, -0.01, 0.02], [0.00, 0.03, -0.03], [0.02, -0.07, 0.01], [0.02, 0.06, -0.09], [-0.04, -0.01, -0.04], [-0.08, -0.02, 0.01], [0.06, -0.05, 0.04], [-0.05, 0.07, -0.02], [0.05, -0.02, -0.02], [0.04, -0.05, -0.12], [-0.06, 0.00, -0.03], [0.06, 0.01, 0.03], [0.01, -0.04, -0.01], [-0.06, 0.05, -0.05], [0.02, -0.01, 0.02], [-0.05, -0.02, 0.00], [-0.04, 0.04, 0.04], [0.06, -0.07, -0.08], [0.01, -0.02, -0.02], [-0.04, 0.01, -0.02], [-0.04, 0.02, -0.02], [-0.04, 0.08, -0.28], [0.77, -0.52, 0.21], [-0.02, 0.02, 0.18], [-0.79, 0.37, -0.56], [-0.11, 0.18, -0.32], [-0.04, -0.10, 0.13], [-0.02, 0.01, 0.05], [0.06, -0.01, 0.02], [-0.02, 0.00, 0.00], [0.00, 0.02, 0.00], [0.01, -0.01, 0.02], [0.00, 0.00, 0.05], [0.01, -0.01, 0.02], [0.00, -0.01, -0.01], [-0.01, 0.00, 0.01], [-0.04, 0.04, 0.02], [-0.03, 0.03, 0.03], [-0.06, 0.01, 0.20], [0.04, 0.01, 0.01], [0.00, 0.00, -0.02], [-0.01, 0.01, 0.01], [0.00, -0.02, 0.01]]}

=====

(2)
{"formula": "C28H41BF6NO20", "method": "ωB97M-V with the def2-TZVPD basis set", "total_energy_ha": -3275.2846, "total_charge": -1, "homo_ha": -0.1623, "species": ["C", "C", "C", "C", "C", "C", "O", "B", "C", "C", "O", "N", "C", "C", "H", "H", "H", "H", "H", "H", "H", "H", "H", "H", "H", "H", "H", "H", "H", "H", "H", "H", "H", "H", "H", "H", "H", "C", "C", "O", "C", "O", "O", "F", "H", "H", "H", "C", "C", "O", "C", "O", "O", "F", "H", "H", "H", "C", "C", "O", "C", "O", "O", "F", "H", "H", "H", "C", "C", "O", "C", "O", "O", "F", "H", "H", "H", "C", "C", "O", "C", "O", "O", "F", "H", "H", "H", "C", "C", "O", "C", "O", "O", "F", "H", "H", "H"], "xyz": [[4.55972, -1.88262, -1.17273], [3.14962, -1.81327, -1.77703], [3.15502, -2.67939, -3.04583], [2.68717, -0.36768, -2.13540], [3.69423, 0.73289, -1.79595], [1.35288, -0.06699, -1.44610], [0.30953, -0.83327, -1.94286], [-0.65099, -0.18085, -2.86510], [-2.09895, 0.19355, -2.09177], [-2.53658, -0.88217, -1.17593], [-1.98485, -1.03221, -0.07942], [-3.57848, -1.79249, -1.51684], [-3.16472, -3.18272, -1.37772], [-4.27739, -1.56796, -2.77143], [5.30616, -1.49997, -1.86729], [4.63113, -1.37538, -0.21276], [4.80837, -2.93431, -1.00117], [2.47642, -2.24444, -1.03550], [4.07010, -2.45909, -3.60029], [3.17253, -3.73923, -2.78574], [2.29166, -2.46669, -3.67104], [2.50800, -0.36456, -3.21211], [3.20460, 1.69519, -1.96119], [3.96776, 0.70480, -0.73974], [4.58930, 0.69514, -2.41314], [1.15781, 1.01133, -1.48347], [1.48862, -0.32873, -0.38022], [-0.21347, 0.86552, -3.34149], [-0.91601, -0.93608, -3.80957], [-2.81722, 0.49077, -2.85040], [-1.91521, 1.06854, -1.46225], [-4.04498, -3.81867, -1.46753], [-2.42440, -3.47609, -2.12710], [-2.75527, -3.33674, -0.38374], [-4.49585, -0.51563, -2.91116], [-3.75894, -1.95490, -3.65472], [-5.23934, -2.07506, -2.71125], [-0.20367, -0.11109, 3.25079], [-1.62005, 0.41051, 3.21766], [-1.48481, 1.69909, 3.81008], [-0.21840, 2.12196, 3.57245], [0.15777, 3.24030, 3.71702], [0.55607, 1.10429, 3.15030], [-2.46477, -0.33524, 3.97592], [0.01994, -0.59604, 4.20261], [0.02364, -0.78413, 2.42850], [-2.02930, 0.51146, 2.21120], [-7.90966, -0.80967, -0.40960], [-8.12338, -1.51770, 0.90791], [-7.98761, -2.87766, 0.54172], [-7.15497, -2.92861, -0.54868], [-6.64787, -3.91736, -0.94542], [-7.01561, -1.69659, -1.08318], [-9.37217, -1.31377, 1.40517], [-8.84025, -0.72715, -0.97368], [-7.46066, 0.17382, -0.30214], [-7.39040, -1.27587, 1.67844], [3.25331, 3.04756, 5.21462], [3.06099, 2.15958, 6.42125], [3.25361, 0.86647, 5.88295], [4.08611, 0.98848, 4.80354], [4.65082, 0.08831, 4.28797], [4.18738, 2.28659, 4.43705], [1.80880, 2.24859, 6.93658], [2.32534, 3.17293, 4.65640], [3.66284, 4.02423, 5.45903], [3.78131, 2.32117, 7.22614], [8.30296, 2.30997, 0.00729], [7.58201, 3.48511, -0.61153], [7.33312, 3.02748, -1.92950], [7.23795, 1.66746, -1.87793], [6.77817, 0.98888, -2.72676], [7.72455, 1.20899, -0.69664], [8.37270, 4.59498, -0.67524], [9.37611, 2.34837, -0.19116], [8.13373, 2.21575, 1.07641], [6.63961, 3.74537, -0.13392], [6.08276, 8.06146, -2.12255], [5.00566, 7.21985, -2.77079], [5.12491, 5.99383, -2.07423], [5.62565, 6.26513, -0.84224], [5.62487, 5.50642, 0.06680], [6.12329, 7.52329, -0.79751], [5.23965, 7.01739, -4.08783], [7.04728, 7.90781, -2.60813], [5.84969, 9.12240, -2.09950], [3.99164, 7.60361, -2.64656], [-9.07869, -6.03224, 1.49399], [-9.87959, -6.59604, 0.34332], [-10.42553, -7.77953, 0.90336], [-10.53524, -7.58745, 2.24892], [-11.17120, -8.26950, 2.97682], [-9.82493, -6.50015, 2.62703], [-9.10757, -6.92071, -0.71842], [-8.07184, -6.44978, 1.52116], [-9.01948, -4.94855, 1.48694], [-10.69455, -5.95460, 0.00276]], "forces_ev_per_angstrom": [[-0.27, -0.45, 0.00], [0.62, 0.21, -0.44], [0.00, 0.01, 0.46], [0.08, -0.17, 0.36], [-0.38, 0.06, -0.11], [0.04, -0.40, 0.32], [-0.04, 0.22, -0.31], [0.03, -0.48, -0.31], [-0.22, 0.43, 0.48], [0.24, 0.11, 0.89], [-0.46, -0.03, -0.44], [0.81, 0.42, -0.67], [-0.45, -0.21, 0.53], [-0.37, -0.26, 0.04], [0.07, 0.22, 0.07], [0.10, 0.13, 0.01], [0.03, -0.03, 0.07], [-0.29, 0.05, -0.12], [-0.04, 0.01, -0.22], [-0.02, -0.09, -0.09], [-0.11, -0.11, -0.01], [-0.09, 0.26, -0.06], [0.09, 0.09, -0.09], [0.13, -0.02, 0.04], [-0.06, -0.06, 0.14], [-0.17, 0.07, -0.15], [0.01, 0.16, 0.08], [0.01, 0.11, 0.07], [-0.01, -0.12, 0.09], [-0.03, -0.10, -0.10], [0.12, 0.00, 0.05], [-0.03, -0.07, -0.11], [0.05, 0.05, -0.08], [0.15, 0.06, -0.02], [0.07, 0.07, 0.00], [0.24, 0.11, 0.01], [-0.01, -0.15, -0.06], [0.13, -0.25, -0.13], [-0.09, -0.09, -0.09], [0.05, 0.06, -0.26], [-0.01, -0.17, 0.03], [0.09, 0.17, 0.14], [-0.06, -0.03, 0.10], [0.06, 0.11, 0.07], [-0.09, 0.03, 0.05], [0.06, 0.21, -0.14], [-0.08, -0.14, 0.02], [0.16, 0.28, -0.09], [-0.19, -0.11, -0.07], [0.20, 0.14, 0.18], [0.00, 0.09, -0.12], [-0.05, -0.18, -0.07], [-0.22, -0.08, 0.16], [0.03, -0.07, -0.03], [-0.07, -0.06, 0.10], [0.17, -0.08, -0.07], [-0.09, 0.04, 0.08], [-0.01, 0.25, -0.12], [-0.19, -0.13, -0.13], [0.23, 0.09, 0.12], [-0.09, 0.11, -0.08], [0.03, -0.14, -0.07], [-0.04, -0.02, 0.15], [0.02, -0.05, -0.02], [-0.11, -0.08, 0.05], [0.19, -0.08, -0.07], [-0.10, 0.02, 0.09], [0.06, -0.11, 0.15], [0.18, -0.15, -0.11], [-0.16, -0.01, 0.18], [-0.03, -0.03, 0.11], [0.29, -0.07, -0.26], [0.07, 0.11, 0.01], [-0.05, -0.04, -0.06], [-0.01, 0.11, -0.06], [-0.13, -0.15, -0.04], [0.17, 0.04, -0.02], [0.06, 0.20, 0.05], [0.14, -0.16, -0.09], [-0.21, 0.18, 0.09], [0.09, -0.05, -0.04], [-0.13, 0.18, 0.14], [-0.05, 0.05, -0.11], [0.02, -0.04, 0.04], [-0.05, -0.08, -0.09], [-0.04, -0.02, 0.18], [-0.02, -0.01, -0.11], [0.09, 0.22, 0.08], [0.16, -0.20, -0.03], [-0.21, 0.22, 0.02], [0.13, 0.02, 0.00], [-0.04, -0.12, 0.07], [0.01, 0.00, -0.13], [-0.03, -0.06, 0.04], [-0.01, -0.07, -0.12], [-0.10, 0.00, 0.15], [0.04, 0.00, -0.10]]}